No. 1
{"formula": "C31H43N4O3", "method": "ωB97M-V/def2-TZVPD", "species": ["C", "N", "C", "C", "C", "N", "C", "C", "O", "C", "C", "C", "C", "H", "H", "H", "H", "H", "H", "H", "H", "H", "H", "H", "H", "H", "H", "H", "H", "H", "H", "C", "C", "N", "C", "C", "C", "C", "C", "C", "C", "C", "C", "N", "C", "C", "O", "C", "C", "C", "C", "C", "C", "C", "C", "O", "H", "H", "H", "H", "H", "H", "H", "H", "H", "H", "H", "H", "H", "H", "H", "H", "H", "H", "H", "H", "H", "H", "H", "H", "H"], "xyz": [[-1.02682, 5.12657, -2.15300], [0.22929, 5.16378, -1.47456], [0.53131, 6.24595, -0.57811], [0.44437, 5.90815, 0.92678], [0.30555, 4.42024, 1.22243], [-0.08644, 4.01761, 2.48571], [-0.19255, 4.99590, 3.56762], [-0.21937, 4.31587, 4.93538], [-1.19132, 3.26763, 4.98444], [-0.93029, 2.23519, 4.03404], [-0.83834, 2.76150, 2.60023], [0.64656, 3.49820, 0.26087], [0.88352, 3.90069, -1.14809], [-0.94316, 4.45088, -3.02072], [-1.84735, 4.74830, -1.50780], [-1.28527, 6.14587, -2.48128], [1.57503, 6.53699, -0.80085], [-0.12930, 7.08053, -0.85664], [1.36073, 6.30723, 1.39427], [-0.40419, 6.48330, 1.33156], [0.66392, 5.68062, 3.53067], [-1.11670, 5.59789, 3.46339], [0.79063, 3.93358, 5.18541], [-0.56672, 5.02175, 5.70306], [0.00265, 1.69291, 4.29524], [-1.80046, 1.56789, 4.13550], [-1.87859, 2.89057, 2.23531], [-0.37846, 1.98175, 1.98428], [0.80548, 2.44305, 0.48172], [0.51672, 3.15145, -1.86181], [1.96430, 4.06495, -1.33272], [-5.12496, -6.70364, 1.65409], [-4.07181, -5.65576, 1.98210], [-4.08100, -4.68353, 0.88390], [-3.01670, -3.75082, 0.88974], [-2.53776, -3.18946, 2.08827], [-1.51722, -2.26270, 2.04298], [-0.84858, -1.96953, 0.82356], [0.31074, -1.16071, 0.84861], [1.38216, -1.26870, -0.06075], [1.59905, -2.39964, -0.91296], [2.59653, -2.38796, -1.87161], [3.41486, -1.24830, -2.02315], [4.38740, -1.15392, -3.03877], [5.32071, -2.27182, -3.14028], [6.37437, -1.95736, -4.19092], [5.75821, -1.55071, -5.41498], [5.03708, -0.32667, -5.26963], [3.92801, -0.45277, -4.23622], [3.24368, -0.14500, -1.15601], [2.31825, -0.19694, -0.14087], [-1.37314, -2.52940, -0.38104], [-2.45782, -3.38014, -0.35061], [-5.37736, -4.04384, 0.65085], [-6.44404, -5.11177, 0.45704], [-6.41153, -6.10074, 1.48866], [-4.81375, -7.25317, 0.74276], [-5.25754, -7.38925, 2.50374], [-4.30016, -5.16985, 2.95125], [-3.07745, -6.11853, 2.03818], [-2.99776, -3.47329, 3.03674], [-1.15855, -1.80608, 2.96343], [0.40880, -0.44728, 1.66523], [0.96221, -3.27995, -0.82212], [2.72995, -3.22648, -2.56226], [5.79788, -2.38783, -2.15749], [4.79828, -3.21565, -3.38273], [7.05532, -1.17474, -3.79892], [6.92708, -2.86832, -4.45777], [5.70558, 0.50739, -4.97830], [4.59671, -0.15543, -6.26111], [3.06723, -0.97463, -4.70206], [3.58983, 0.54279, -3.92227], [3.88712, 0.72343, -1.29780], [2.24993, 0.61195, 0.58467], [-0.90447, -2.29818, -1.33419], [-2.86901, -3.83908, -1.25301], [-5.65046, -3.39950, 1.51355], [-5.29046, -3.41622, -0.24387], [-7.44111, -4.65705, 0.55303], [-6.30900, -5.56998, -0.54303]], "atomic_forces_ev_per_a": [[-0.52, -0.26, 0.33], [0.68, -0.27, -0.38], [0.59, -0.32, -0.65], [-0.62, 0.30, 0.17], [0.86, -1.06, -1.45], [0.25, -0.42, 0.72], [-0.63, -0.02, -0.02], [-0.22, -0.21, -0.03], [0.45, -0.09, -0.50], [0.12, 0.39, 0.38], [-0.56, 0.31, 0.23], [-0.43, 0.77, 1.15], [0.07, 1.20, -0.62], [-0.15, 0.39, 0.16], [-0.04, 0.11, -0.27], [0.00, -0.45, -0.06], [-0.29, 0.20, 0.16], [0.34, -0.15, 0.34], [-0.38, -0.25, 0.09], [0.26, -0.37, 0.22], [-0.21, -0.18, -0.02], [0.25, -0.13, 0.05], [-0.39, 0.02, -0.01], [0.41, -0.11, -0.26], [-0.29, 0.22, 0.07], [0.46, 0.01, -0.19], [0.36, 0.14, -0.08], [-0.08, 0.23, 0.16], [-0.34, 0.23, 0.16], [0.19, 0.02, 0.19], [-0.13, -0.32, -0.07], [-0.38, 0.00, 0.20], [-0.31, 0.34, 0.08], [0.97, 0.30, -0.02], [-0.34, -0.30, -0.04], [0.13, 0.00, -0.08], [0.16, -0.03, -0.02], [-0.59, -0.11, -0.09], [0.26, -0.72, -0.24], [0.47, -0.08, -0.10], [-0.10, 0.12, -0.29], [-0.01, -0.04, 0.22], [-0.04, 0.40, -0.26], [-0.01, 0.20, 0.91], [-0.43, -0.36, -0.18], [-0.14, -0.03, -0.38], [0.00, 0.40, 0.60], [0.26, -0.21, -0.04], [-0.38, -0.18, -0.23], [0.02, -0.08, -0.06], [-0.23, 0.15, -0.16], [0.02, -0.25, 0.06], [0.10, 0.13, 0.23], [-0.23, -0.01, 0.29], [-0.16, -0.20, 0.09], [0.58, 0.23, -0.35], [-0.24, 0.16, 0.34], [0.21, 0.08, -0.41], [-0.04, -0.29, -0.21], [-0.24, 0.12, -0.01], [0.21, 0.18, -0.32], [-0.08, -0.02, -0.13], [0.03, -0.01, -0.06], [0.25, 0.26, 0.04], [-0.06, 0.24, 0.44], [-0.06, -0.07, -0.24], [0.26, 0.16, -0.10], [-0.20, -0.27, -0.32], [0.01, 0.36, 0.31], [-0.05, -0.38, -0.25], [0.17, 0.26, 0.37], [0.22, 0.06, 0.21], [-0.01, -0.12, -0.20], [-0.10, -0.27, 0.16], [-0.03, -0.05, -0.21], [-0.20, 0.13, 0.19], [0.18, 0.25, 0.26], [0.12, -0.16, -0.26], [-0.16, -0.08, 0.17], [0.34, -0.16, -0.32], [-0.16, 0.02, 0.41]], "homo_energy_ev": -9.392, "relative_energy_kj_mol": 439.3, "total_charge": 1}



No. 2
{"formula": "C31H44BaN4OP2", "method": "ωB97M-V/def2-TZVPD", "species": ["Ba", "C", "C", "C", "C", "C", "C", "C", "C", "C", "H", "H", "H", "H", "H", "H", "H", "H", "H", "H", "H", "H", "H", "H", "H", "P", "P", "N", "N", "N", "N", "C", "C", "C", "C", "C", "C", "C", "C", "C", "C", "C", "C", "C", "C", "C", "C", "C", "C", "H", "H", "H", "H", "H", "H", "H", "H", "H", "H", "H", "H", "H", "H", "H", "H", "H", "H", "H", "H", "C", "C", "C", "C", "O", "H", "H", "H", "H", "H", "H", "H", "H", "H"], "xyz": [[-0.16250, 0.13582, 0.04196], [-2.10862, 1.92126, -8.51827], [-2.18005, 0.70757, -7.95534], [-1.36742, -0.52246, -8.21433], [-0.01481, -0.33396, -8.94151], [0.92945, 0.57326, -8.20476], [1.00185, 1.91039, -8.23381], [0.18711, 2.90450, -9.01129], [-1.16551, 2.41354, -9.57929], [1.66482, 0.65104, 1.58328], [-2.81727, 2.67955, -8.15216], [-2.95829, 0.56732, -7.19531], [-1.97149, -1.25408, -8.77720], [-1.16970, -0.99979, -7.23957], [0.45433, -1.33205, -9.01939], [-0.18702, -0.00029, -9.97013], [1.63790, 0.05630, -7.54291], [1.77804, 2.37412, -7.61464], [0.79225, 3.31161, -9.83824], [-0.00884, 3.76143, -8.34592], [-1.63378, 3.27587, -10.08875], [-0.99290, 1.66145, -10.35621], [1.12218, 1.44298, 2.13437], [2.41202, 0.93542, 0.96672], [1.78937, -0.32771, 2.06779], [1.78707, -0.52802, -1.73942], [-1.67257, -0.79530, -1.87149], [2.65506, 0.82040, -2.11754], [2.85391, -1.68864, -1.30792], [-2.11100, 0.56276, -2.67856], [-2.88273, -1.66197, -1.29472], [0.84197, -1.06577, -3.17348], [-0.54029, -1.73864, -2.88315], [2.42874, 2.16745, -1.73521], [3.28570, 2.94631, -2.47113], [4.04856, 2.07427, -3.32790], [3.64316, 0.78944, -3.10016], [3.68819, -1.67918, -0.15541], [4.28607, -2.90659, -0.06881], [3.79474, -3.71932, -1.15278], [2.91383, -2.96637, -1.87590], [-2.34608, 1.87518, -2.16117], [-2.84393, 2.63338, -3.18416], [-2.91167, 1.80308, -4.35794], [-2.45824, 0.55669, -4.02323], [-3.94516, -2.01152, -2.11769], [-4.69217, -2.93920, -1.45558], [-4.07507, -3.19256, -0.17626], [-2.96349, -2.40462, -0.08263], [1.50557, -1.73584, -3.71985], [0.68983, -0.15769, -3.77333], [-1.11357, -1.90132, -3.79416], [-0.41029, -2.71053, -2.37350], [1.68056, 2.39823, -0.97851], [3.37301, 4.02681, -2.40651], [4.82468, 2.37847, -4.02743], [3.95323, -0.16556, -3.50178], [3.76550, -0.77950, 0.44701], [5.01463, -3.20518, 0.68032], [4.07916, -4.74484, -1.37359], [2.31597, -3.18694, -2.74636], [-2.12415, 2.08835, -1.11858], [-3.13059, 3.68108, -3.12079], [-3.25796, 2.10573, -5.34833], [-2.33768, -0.34875, -4.60031], [-4.05598, -1.51920, -3.07133], [-5.61182, -3.39637, -1.82855], [-4.43575, -3.87778, 0.58908], [-2.21560, -2.25891, 0.69203], [1.31168, 0.09101, 4.27578], [-0.05591, -0.01369, 3.57264], [-0.70372, -1.34183, 3.84111], [-0.93304, 1.17420, 3.88134], [-0.23041, -0.11214, 2.18587], [1.06104, 0.07221, 5.35056], [1.86668, 1.02348, 4.11553], [1.98208, -0.76366, 4.11783], [-0.85104, -1.37878, 4.90198], [-1.66758, -1.41002, 3.32261], [-0.07159, -2.17445, 3.51178], [-0.47671, 2.13188, 3.61490], [-1.89782, 1.08961, 3.36410], [-1.09398, 1.13608, 4.94868]], "atomic_forces_ev_per_a": [[-1.58, 4.05, 5.56], [-0.35, -0.26, 0.43], [-0.33, 0.60, -0.08], [0.34, -0.29, -0.08], [-0.21, -0.42, -0.12], [0.32, 0.44, 0.26], [0.26, -0.42, 0.12], [-0.29, 0.13, -0.07], [0.24, 0.32, -0.33], [1.38, -0.19, 0.83], [0.28, -0.36, -0.10], [0.21, 0.08, -0.23], [0.09, 0.19, 0.13], [-0.02, 0.08, -0.20], [-0.18, 0.39, -0.01], [0.09, -0.13, 0.27], [-0.24, 0.24, -0.22], [-0.22, -0.19, -0.14], [-0.10, -0.12, 0.19], [0.04, -0.19, -0.16], [0.17, -0.37, 0.18], [-0.11, 0.22, 0.19], [0.94, -0.32, -0.64], [3.45, 1.45, -1.40], [0.63, 0.92, -0.38], [-1.33, 1.03, 1.39], [2.24, -0.54, 0.10], [1.32, 1.18, -1.43], [1.95, -2.38, 0.34], [-0.92, 1.32, -1.31], [-2.93, -1.96, -0.28], [-0.01, -0.45, -0.99], [-0.06, -0.53, -1.18], [0.32, -0.83, -0.54], [-0.27, -0.41, 0.12], [0.13, 0.01, -0.11], [-0.11, 0.95, 0.28], [-0.45, -0.12, -0.92], [-0.20, 0.08, -0.33], [0.03, 0.01, 0.12], [0.56, 0.30, 0.32], [0.11, -1.03, -0.55], [0.13, -0.24, 0.12], [-0.01, -0.08, -0.26], [-0.38, 0.99, 0.02], [-0.53, -0.85, 0.88], [-0.48, -0.19, -0.14], [0.14, 0.16, -0.13], [-0.14, 0.48, -0.91], [-0.46, -0.08, -0.72], [0.11, -0.17, 0.05], [0.73, -0.65, -0.75], [-0.16, 0.39, -0.18], [0.44, -0.01, -0.19], [-0.02, -0.33, 0.01], [-0.26, -0.07, 0.25], [0.09, 0.19, -0.03], [-0.09, -0.19, -0.06], [-0.28, 0.12, -0.20], [-0.14, 0.29, 0.12], [0.21, -0.22, 0.11], [-0.25, 0.05, -0.35], [0.14, -0.37, 0.00], [0.21, -0.08, 0.47], [-0.08, 0.18, -0.07], [-0.13, -0.14, 0.01], [0.42, 0.19, 0.22], [0.16, 0.27, -0.28], [-0.23, -0.07, -0.12], [-0.08, 0.06, 0.91], [-1.15, -0.63, -2.36], [-0.47, -0.40, 1.78], [-0.36, 0.00, 1.21], [-1.71, -0.75, -0.30], [0.02, -0.06, -0.08], [-0.26, -0.41, -0.19], [-0.24, 0.25, -0.21], [-0.39, -0.85, 1.08], [0.24, 0.10, 0.30], [0.02, 0.29, 0.10], [0.14, -0.18, 0.00], [0.29, -0.10, 0.17], [-0.39, 0.61, 0.65]], "homo_energy_ev": [-4.211, -4.210]}



No. 3
{"formula": "C31H44BeBrN3P2", "method": "ωB97M-V/def2-TZVPD", "species": ["N", "C", "C", "C", "C", "C", "C", "Be", "P", "C", "C", "C", "C", "C", "C", "C", "Br", "H", "H", "H", "H", "H", "H", "H", "H", "H", "H", "P", "C", "C", "H", "H", "H", "H", "H", "C", "C", "H", "H", "H", "H", "H", "C", "C", "H", "H", "H", "H", "H", "C", "C", "H", "H", "H", "H", "H", "C", "C", "H", "H", "H", "H", "H", "C", "C", "H", "H", "H", "H", "H", "N", "C", "C", "C", "C", "C", "N", "C", "H", "H", "H", "H"], "xyz": [[-1.63497, -4.96051, -9.17286], [-1.64034, -5.58169, -7.98708], [-1.31957, -4.94457, -6.75953], [-1.00670, -3.55834, -6.72564], [-1.11636, -2.87830, -7.98497], [-1.32527, -3.64652, -9.15937], [-0.67045, -2.93731, -5.40904], [0.53133, -0.48909, -1.01970], [-2.56710, 2.74163, 1.75420], [-0.72682, -1.58861, -5.10833], [-1.14961, -0.98534, -3.84468], [-1.79872, 0.26501, -3.78850], [-2.54074, 0.65937, -2.66501], [-2.50426, -0.12545, -1.53191], [-1.76720, -1.34457, -1.52310], [-0.99088, -1.71251, -2.61741], [-2.54084, 0.82455, 0.22520], [-0.40234, -3.68437, -4.64109], [-0.63524, -0.91125, -5.97214], [-1.34224, -5.53253, -5.82765], [-1.05769, -1.79270, -8.10553], [-1.89726, -6.64838, -7.97379], [-1.27368, -3.20336, -10.15877], [-1.82730, 0.87527, -4.72177], [-0.42295, -2.64648, -2.61954], [-3.16704, 1.58023, -2.70496], [-2.15295, -2.06250, -0.86826], [1.28999, 1.59862, -1.31889], [-4.10878, 2.02435, 2.35560], [-5.40854, 2.79477, 2.58699], [-3.88595, 1.40818, 3.25005], [-4.33295, 1.29590, 1.52592], [-6.21951, 2.05005, 2.72310], [-5.34912, 3.39165, 3.51476], [-5.66355, 3.43342, 1.72479], [-2.78681, 3.80319, 0.33542], [-2.91147, 5.32358, 0.41499], [-3.64995, 3.41823, -0.23627], [-1.88778, 3.56166, -0.26710], [-3.06960, 5.71834, -0.59984], [-3.76719, 5.63137, 1.02525], [-2.00609, 5.80864, 0.79909], [-1.07885, 2.74644, 2.70106], [-1.08795, 3.18035, 4.15642], [-0.31504, 3.31359, 2.15197], [-0.75865, 1.69161, 2.70190], [-0.06579, 3.15727, 4.54107], [-1.48864, 4.18130, 4.32641], [-1.66066, 2.47542, 4.75626], [2.64625, 2.23052, -0.18500], [4.03174, 2.45092, -0.75733], [2.67712, 1.50996, 0.64149], [2.25082, 3.16180, 0.24121], [4.56273, 1.52417, -0.96813], [4.01444, 3.05144, -1.66720], [4.62982, 3.00853, -0.03765], [0.53336, 3.19074, -1.85274], [0.01730, 3.27679, -3.29990], [1.23913, 4.01883, -1.64383], [-0.33540, 3.33301, -1.18605], [0.82423, 3.18311, -4.04093], [-0.74451, 2.51081, -3.51370], [-0.45247, 4.26151, -3.45416], [2.14409, 0.91059, -2.82212], [2.88195, -0.37881, -2.44479], [2.77969, 1.67021, -3.30955], [1.32400, 0.68205, -3.52804], [3.41089, -0.76231, -3.31571], [3.60468, -0.21999, -1.64111], [2.17131, -1.17858, -2.14249], [-1.87129, -3.70951, 3.66042], [-0.99438, -3.26667, 3.02253], [0.10784, -2.68887, 2.24900], [1.44984, -3.05848, 2.44446], [2.44359, -2.35389, 1.77598], [2.06833, -1.32764, 0.88794], [0.76503, -1.16514, 0.49687], [-0.21840, -1.74791, 1.26363], [1.68697, -3.85984, 3.17424], [3.51875, -2.56735, 1.92309], [2.81911, -0.65189, 0.46322], [-1.25679, -1.47789, 1.07648]], "atomic_forces_ev_per_a": [[0.61, 0.39, 0.96], [0.07, 0.55, 0.65], [0.21, 0.32, -0.32], [-0.05, -0.20, -1.15], [0.14, -0.98, -0.06], [-0.39, -0.05, 0.73], [-0.16, 0.98, 0.23], [-1.66, 0.74, 0.55], [-1.50, -0.52, -0.12], [0.18, -1.00, -1.49], [1.54, -0.03, 0.92], [-0.65, -0.33, -1.12], [0.30, 0.35, -0.53], [0.89, -1.23, -0.09], [-0.42, 1.91, -1.11], [0.31, 0.19, -0.86], [0.40, -0.12, -1.10], [-0.85, 0.39, -0.14], [-0.70, -0.20, 0.37], [0.14, 0.31, -0.56], [0.31, -0.41, 0.22], [0.06, 0.48, -0.11], [-0.12, 0.15, 0.50], [-0.16, -0.62, 0.76], [-0.44, 0.01, -0.09], [0.76, -0.59, 0.17], [0.40, -1.13, 1.58], [1.20, 0.05, -1.28], [-1.14, -0.88, 0.25], [-0.05, 0.28, 0.53], [0.08, 0.26, -0.41], [-0.05, 0.65, 1.10], [0.40, 0.49, -0.12], [-0.16, -0.05, -0.55], [0.07, -0.17, 0.43], [0.47, 1.06, -0.68], [-0.09, 0.33, -0.03], [0.33, -0.19, 0.41], [-0.53, 0.06, 0.04], [0.00, -0.09, 0.28], [0.21, -0.04, -0.07], [-0.20, -0.17, 0.08], [1.17, -0.04, 0.92], [0.05, 0.24, 0.47], [-0.23, -0.07, -0.12], [0.14, 0.26, -0.17], [-0.06, 0.04, 0.02], [0.01, -0.07, -0.15], [-0.13, 0.05, 0.04], [-0.82, -0.80, 0.57], [0.16, 0.21, -0.31], [0.16, 0.29, 0.08], [-0.01, -0.22, -0.09], [-0.04, 0.02, -0.03], [-0.03, -0.02, -0.04], [-0.01, -0.05, 0.06], [-0.98, 0.16, 0.00], [-0.03, -0.03, -0.18], [-0.13, -0.63, -0.04], [0.46, 0.06, -0.15], [-0.21, 0.01, 0.25], [0.37, 0.33, 0.15], [0.19, -0.35, 0.09], [-0.31, 0.57, 0.00], [-0.10, 0.45, -0.23], [-0.06, -0.45, 0.27], [0.33, 0.08, 0.16], [-0.01, -0.22, 0.08], [-0.10, -0.15, -0.11], [0.08, -0.05, -0.02], [2.08, 1.07, -1.58], [-1.18, -0.72, 1.11], [-0.58, 0.29, -0.09], [-0.17, -0.36, 0.51], [0.27, 0.80, -0.38], [-0.30, -1.18, 0.20], [0.12, -0.25, 1.10], [1.03, -0.47, -0.27], [-0.10, 0.62, -0.65], [-0.84, 0.23, 0.07], [-0.36, -0.53, -0.16], [0.39, -0.06, -0.17]], "homo_energy_ev": -11.660, "relative_energy_kj_mol": 182.3, "total_charge": 2}